No. 1
Below is C4H7NO in the gas phase, with properties calculated with ωB97M-V/def2-TZVPD.

Geometry as ORCA input:
```
! RIJCOSX wB97M-V def2-TZVPD def2/J DEFGRID3
* xyz 0 1
O -2.0315 0.1832 -1.6614
N -1.8631 0.0587 -0.2824
C -0.6310 0.0019 0.0016
C 0.6559 0.0291 -0.7874
C 1.4119 -0.0652 0.5863
C 0.0593 -0.1281 1.3371
H -2.9914 0.2163 -1.7476
H 0.7772 -0.7963 -1.4987
H 0.8049 0.9650 -1.3390
H 2.0371 -0.9432 0.7338
H 2.0063 0.8333 0.7776
H -0.1240 -1.0962 1.8149
H -0.1357 0.6654 2.0646
*
```

Calculated values
Relative energy (zero: lowest compared OMol25 entry of this formula, charge and spin), kJ/mol: 284.0
DFT total energy, eV: -7796.701
Frontier orbital gap, eV: 10.551


No. 2
Below is a gas-phase ion, CH3O3S2 (charge -1), with properties calculated with ωB97M-V/def2-TZVPD.

Geometry as ORCA input:
```
! RIJCOSX wB97M-V def2-TZVPD def2/J DEFGRID3
* xyz -1 1
C -0.9405 -0.2958 -1.6846
S -0.0155 -0.8891 -0.4461
O -0.8723 -1.0395 1.1655
S 1.7962 0.4268 0.9166
O 1.0068 0.8173 2.0901
O 2.2830 1.5622 0.1394
H -1.5881 -0.9707 -2.2110
H -1.1899 0.7529 -1.7032
H -0.4796 -0.3639 1.7334
*
```

Calculated values
Relative energy (zero: lowest compared OMol25 entry of this formula, charge and spin), kJ/mol: 220.8
DFT total energy, eV: -28898.109
Frontier orbital gap (alpha / beta), eV: 7.179 / 7.180


No. 3
Below is a molecular structure, C57H40F4InN5O4S5, with properties calculated with ωB97M-V/def2-TZVPD.

Geometry as ORCA input:
```
! RIJCOSX wB97M-V def2-TZVPD def2/J DEFGRID3
* xyz -2 1
In -0.2493 -0.2694 0.1860
C 4.2795 5.9177 -6.2192
O 2.9548 5.4683 -6.2855
C 2.5253 4.6164 -5.2899
C 3.3568 3.9941 -4.3676
C 2.8091 3.1774 -3.3922
C 1.4404 2.9497 -3.3204
C 0.6213 3.5482 -4.2758
C 1.1550 4.3767 -5.2377
C 0.9082 2.0389 -2.2811
C 0.4355 0.7985 -2.7511
C 0.4005 0.4158 -4.1246
C -0.0009 -0.8891 -4.1636
C -0.1988 -1.3017 -2.8149
N 0.0766 -0.2647 -1.9836
C -0.5111 -2.6190 -2.4177
C -0.3847 -3.1013 -1.1189
C -0.7186 -4.4357 -0.7104
C -0.4223 -4.5306 0.6062
C 0.0501 -3.2392 1.0248
C 0.4032 -2.9289 2.3362
C 0.3414 -4.0214 3.3310
C 1.4793 -4.4722 3.9975
C 1.4049 -5.5076 4.9071
C 0.1873 -6.1295 5.1720
O 0.2276 -7.1745 6.0736
C -0.9543 -7.9018 6.2709
C -0.9586 -5.6685 4.5383
C -0.8762 -4.6188 3.6380
C 0.7475 -1.6562 2.8196
N 0.7813 -0.5147 2.0939
C 1.1650 0.4903 2.9271
C 1.4450 1.8025 2.5367
C 1.9950 2.7268 3.5587
C 1.1814 3.2855 4.5401
C 1.7025 4.1548 5.4762
C 3.0550 4.4886 5.4560
O 3.4738 5.3592 6.4380
C 4.7723 5.8778 6.3467
C 3.8792 3.9278 4.4898
C 3.3443 3.0575 3.5524
C 1.3585 2.2758 1.2324
C 1.8488 3.5589 0.8197
C 1.7285 3.6115 -0.5261
C 1.1473 2.3627 -0.9462
N 0.9341 1.5788 0.1397
C 1.3840 -0.0353 4.2367
C 1.1153 -1.3689 4.1736
N 0.0882 -2.4103 -0.0471
C -0.9588 -3.5207 -3.4902
C -1.9792 -3.1183 -4.3498
C -2.3897 -3.8981 -5.4164
C -1.7757 -5.1215 -5.6513
O -2.0887 -5.9860 -6.6796
C -3.0174 -5.5533 -7.6355
C -0.7585 -5.5406 -4.7975
C -0.3557 -4.7561 -3.7375
H 4.3658 6.7152 -6.9574
H 4.9902 5.1171 -6.4610
H 4.5138 6.3236 -5.2299
H 4.4288 4.1294 -4.3934
H 3.4599 2.7019 -2.6704
H -0.4445 3.3892 -4.2266
H 0.5218 4.8668 -5.9620
H 0.6574 1.0365 -4.9637
H -0.1050 -1.5197 -5.0303
H -1.1565 -5.1844 -1.3425
H -0.5222 -5.3857 1.2482
H 2.4343 -4.0098 3.7913
H 2.2848 -5.8619 5.4218
H -0.6972 -8.7075 6.9586
H -1.3247 -8.3286 5.3308
H -1.7437 -7.2871 6.7195
H -1.9239 -6.1112 4.7365
H -1.7723 -4.2479 3.1611
H 0.1275 3.0539 4.5418
H 1.0783 4.6103 6.2308
H 4.8417 6.6377 7.1252
H 4.9533 6.3441 5.3719
H 5.5330 5.1083 6.5302
H 4.9342 4.1591 4.4473
H 3.9934 2.6301 2.8006
H 2.2157 4.3195 1.4827
H 1.9753 4.4276 -1.1790
H 1.7076 0.5383 5.0878
H 1.1673 -2.0845 4.9752
H -2.4633 -2.1694 -4.1683
H -3.1830 -3.5338 -6.0527
H -3.0580 -6.3419 -8.3858
H -2.6975 -4.6205 -8.1121
H -4.0145 -5.4182 -7.2023
H -0.2860 -6.4895 -5.0023
H 0.4504 -5.0968 -3.1038
S 1.0301 8.8577 -0.1475
C 0.3025 7.3769 -0.1341
S -0.1302 6.5056 -1.5624
C -0.8934 5.0886 -0.7897
C -0.8613 5.1021 0.5846
S -1.4020 3.9219 1.6528
S -0.1109 6.5346 1.3183
S -1.5418 3.9048 -1.7892
F -1.9575 -1.0620 1.1358
F -6.7722 2.5779 -1.3271
C -6.2715 1.9080 -0.2705
F -6.8675 0.6863 -0.3248
F -6.7883 2.4925 0.8224
C -4.7754 1.7827 -0.2748
C -4.0340 1.8651 0.8895
C -2.6893 1.5073 0.8348
N -2.1101 1.0905 -0.2807
C -2.7959 1.1002 -1.4106
C -4.1399 1.4253 -1.4635
H -4.4851 2.1677 1.8221
H -2.0947 1.4381 1.7329
H -2.2674 0.7870 -2.3015
H -4.6936 1.3828 -2.3882
*
```

Calculated values
Relative energy (zero: lowest compared OMol25 entry of this formula, charge and spin), kJ/mol: 47.1
DFT total energy, eV: -145622.227
Frontier orbital gap (alpha / beta), eV: 3.624 / 3.703


No. 4
Below is 15 unconnected molecules or ions with the total composition H28NO17, with properties calculated with ωB97M-V/def2-TZVPD.

Geometry as ORCA input:
```
! RIJCOSX wB97M-V def2-TZVPD def2/J DEFGRID3
* xyz -1 1
N -15.7430 -14.9350 -4.1080
O -16.1300 -16.1010 -4.2160
O -16.0620 -14.1190 -5.0130
O -15.6200 -14.4630 -2.9840
O -16.2160 -14.0030 0.5960
H -16.4820 -13.6140 -0.2540
H -15.2980 -14.0310 0.4630
O -19.0590 -16.0380 -3.6740
H -19.0230 -15.7180 -4.5630
H -18.2140 -16.1860 -3.3170
O -15.4710 -16.2460 -6.9710
H -15.9510 -16.1810 -6.1390
H -15.3950 -17.1790 -6.9650
O -12.6410 -14.4670 -3.9070
H -13.0110 -13.6120 -3.9960
H -12.8690 -14.8670 -4.7630
O -15.3690 -18.9720 -3.8890
H -15.8950 -18.2450 -4.1620
H -15.1040 -18.7930 -2.9600
O -13.7810 -14.0400 -0.9040
H -14.3760 -14.4570 -1.5210
H -13.7090 -13.1250 -1.1600
O -17.8240 -13.0140 -6.8640
H -18.2090 -12.3330 -6.3280
H -16.9270 -13.1670 -6.5850
O -16.1180 -12.0420 -1.7020
H -16.8940 -11.4940 -1.8610
H -16.1320 -12.8450 -2.2130
O -18.5490 -15.5760 -6.5720
H -19.2900 -15.8820 -7.1540
H -18.3900 -14.6840 -6.7390
O -14.6860 -11.7090 -4.4990
H -15.3920 -11.0820 -4.3510
H -15.2160 -12.4600 -4.8170
O -18.2370 -14.1300 -1.5580
H -18.4710 -13.4620 -0.9380
H -18.0580 -13.7160 -2.3850
O -17.0540 -16.6640 -1.7890
H -16.4070 -16.4010 -2.4390
H -17.5300 -15.9070 -1.4750
O -17.4390 -18.5270 -6.2110
H -17.5640 -17.6810 -5.7570
H -17.9270 -19.1110 -5.6690
O -18.1090 -12.7420 -3.8090
H -18.9900 -12.8720 -4.2580
H -17.4850 -13.3400 -4.2710
*
```

Calculated values
Relative energy (zero: lowest compared OMol25 entry of this formula, charge and spin), kJ/mol: 104.1
DFT total energy, eV: -36751.826
Frontier orbital gap, eV: 9.673